This record from OMol25 describes a cluster of 2 separate species, C10H13BClNO6P in total at a distorted geometry. The level of theory is ωB97M-V with the def2-TZVPD basis set.

Results
Charge   +1
E_HOMO   -0.4337 hartree
Gap between HOMO and LUMO   7.33 eV
Energy   -1721.20899 hartree

Element x y z (Å)
1 C 2.674 -1.579 0.689
2 C 1.808 -1.675 -0.587
3 B 1.396 -0.232 -1.021
4 O 2.014 0.464 -2.032
5 C 0.175 0.405 -0.283
6 C 0.175 1.397 0.617
7 P 1.603 2.564 0.648
8 O 2.593 1.770 1.677
9 Cl 0.939 4.108 1.791
10 C -1.018 1.411 1.552
11 O -1.349 2.359 2.207
12 C -1.823 0.146 1.640
13 C -2.333 -0.329 2.948
14 C -2.050 -0.462 0.469
15 N -3.043 -1.455 0.240
16 C -4.107 -1.060 -0.213
17 O -5.120 -0.707 -0.628
18 C -1.145 -0.144 -0.644
19 O -1.401 -0.275 -1.829
20 H 2.037 -1.272 1.513
21 H 3.146 -2.519 0.936
22 H 3.414 -0.791 0.586
23 H 0.891 -2.206 -0.323
24 H 2.286 -2.241 -1.386
25 H 2.269 -0.172 -2.709
26 H 3.474 1.800 1.290
27 H -2.607 0.470 3.624
28 H -3.141 -1.031 2.783
29 H -1.533 -0.907 3.408
30 O 0.083 0.582 -4.170
31 H -0.467 1.209 -4.681
32 H -0.083 -0.341 -4.445
33 H -0.033 0.691 -3.186